(1)
DFT (wB97M-V/def2-TZVPD) results for a structure of composition C10H15AlF5O4.

Structure (ORCA input):
```
! wB97M-V def2-TZVPD RIJCOSX def2/J DEFGRID3
* xyz -1 1
C 3.884 -0.461 -2.120
C 2.302 -0.128 -2.140
C 1.970 0.787 -0.844
F 3.089 0.569 0.071
C 0.643 0.292 -0.109
C 0.623 1.117 1.291
O -0.514 2.062 1.273
C -0.845 2.191 -0.095
O -1.103 3.188 -0.787
C -0.793 0.695 -0.671
O -1.001 0.867 -2.075
C -1.825 -0.147 0.220
C -2.821 -1.057 -0.831
C -1.984 -2.066 -1.852
O -2.822 -2.544 -0.597
H 4.154 -0.936 -3.134
H 4.160 -1.230 -1.319
H 4.513 0.485 -2.016
H 1.771 -1.131 -2.128
H 2.010 0.520 -3.044
H 1.972 1.900 -1.063
H 0.840 -0.829 0.012
H 0.648 0.473 2.253
H 1.495 1.837 1.483
H -1.943 1.057 -2.278
H -2.569 0.552 0.714
H -1.348 -0.903 0.916
H -3.797 -0.529 -1.260
H -0.865 -2.108 -1.701
H -2.567 -2.398 -2.760
F 0.261 -0.153 4.570
Al -1.457 -0.425 4.920
F -1.703 -2.113 5.394
F -2.413 -0.074 3.469
F -1.969 0.641 6.237
*
```

For the HOMO energy, the calculation gives -7.70 eV. The calculation puts the frontier orbital gap at 10.174 eV.

(2)
DFT (wB97M-V/def2-TZVPD) results for a structure of composition C10H15BClDyGaO2.

Structure (ORCA input):
```
! wB97M-V def2-TZVPD RIJCOSX def2/J DEFGRID3
* xyz -1 6
Dy 0.101 0.259 0.017
Cl -0.635 -1.761 1.472
C 1.380 -1.103 -1.255
H 2.085 -0.318 -1.558
H 0.764 -1.466 -2.039
H 1.794 -1.822 -0.590
Ga -2.668 -0.972 0.460
C -3.628 0.005 1.911
C -3.622 -2.504 -0.348
C -1.845 0.225 -0.905
H -3.738 -2.322 -1.424
H -3.129 -3.472 -0.209
H -4.618 -2.542 0.108
H -3.753 1.053 1.615
H -4.622 -0.453 2.001
H -3.137 -0.025 2.890
H -1.669 -0.067 -1.975
H -2.089 1.283 -0.651
O 2.474 2.407 -0.079
B 2.118 1.335 0.749
O 3.149 0.816 1.454
C 4.174 1.635 1.169
C 5.433 1.592 1.654
C 6.346 2.582 1.165
C 5.948 3.520 0.249
C 4.604 3.538 -0.240
C 3.766 2.593 0.242
H 5.746 0.853 2.367
H 7.368 2.567 1.539
H 6.639 4.270 -0.129
H 4.284 4.268 -0.964
*
```

For the HOMO energy (alpha / beta), the calculation gives -3.14 / -3.32 eV. The calculation puts the frontier orbital gap (alpha / beta) at 6.016 / 6.201 eV. As for the expectation value of S²: 9.28.

(3)
DFT (wB97M-V/def2-TZVPD) results for the ion C10H15Br2ClIN2O2S with charge +1.

Structure (ORCA input):
```
! wB97M-V def2-TZVPD RIJCOSX def2/J DEFGRID3
* xyz 1 1
C -2.284 -2.838 0.418
C -2.017 -1.411 -0.072
C -2.497 -0.324 0.908
C -1.603 0.915 0.905
C -0.552 0.957 2.023
Br -1.271 1.709 3.616
S 0.199 -0.681 2.416
C 1.269 -0.496 1.087
O 1.900 -1.519 0.582
N 1.246 -2.132 -0.745
O 1.415 -3.225 -0.762
N 1.396 0.736 0.662
C 2.182 1.094 -0.530
C 1.314 1.226 -1.775
C 2.131 1.113 -3.047
Cl 2.496 -0.586 -3.410
C 0.708 1.708 1.498
Br 2.030 2.000 3.017
I 0.422 3.683 0.779
H -1.396 -3.325 0.807
H -2.734 -3.442 -0.361
H -3.016 -2.812 1.220
H -2.489 -1.260 -1.037
H -0.954 -1.234 -0.235
H -2.634 -0.725 1.907
H -3.468 0.002 0.545
H -2.219 1.796 1.060
H -1.111 1.060 -0.054
H 2.721 2.008 -0.306
H 2.911 0.307 -0.690
H 0.620 0.385 -1.766
H 0.701 2.121 -1.763
H 3.042 1.700 -3.022
H 1.544 1.489 -3.876
*
```

For the HOMO energy, the calculation gives -12.89 eV. The calculation puts the frontier orbital gap at 8.010 eV.

(4)
DFT (wB97M-V/def2-TZVPD) results for a cluster of 2 separate species, C10H15BrS in total.

Structure (ORCA input):
```
! wB97M-V def2-TZVPD RIJCOSX def2/J DEFGRID3
* xyz 0 1
C 1.843 -1.895 3.427
C 0.766 -1.908 2.520
C 2.204 -0.641 3.797
C 0.307 -0.655 2.211
C -2.328 1.225 -1.228
C 0.707 1.144 -0.571
C 0.595 -1.347 -0.910
C -1.407 0.049 -1.534
C -0.788 -0.265 1.373
C -0.170 -0.073 -0.689
S 1.240 0.565 3.039
Br -2.221 -1.545 1.291
H 2.320 -2.784 3.799
H 0.318 -2.804 2.130
H 2.976 -0.341 4.479
H -3.132 1.256 -1.961
H -1.795 2.173 -1.272
H -2.776 1.115 -0.244
H 1.125 1.397 -1.547
H 0.159 2.009 -0.205
H 1.536 0.953 0.107
H -0.072 -2.203 -0.970
H 1.154 -1.284 -1.843
H 1.312 -1.520 -0.111
H -1.981 -0.877 -1.472
H -1.058 0.138 -2.572
H -1.188 0.725 1.545
*
```

For the HOMO energy, the calculation gives -7.85 eV. The calculation puts the frontier orbital gap at 8.455 eV. Its relative energy (zero: lowest compared OMol25 entry of this formula, charge and spin) is 0.0000 eV.

(5)
DFT (wB97M-V/def2-TZVPD) results for a structure of composition C10H15ClFFeIr.

Structure (ORCA input):
```
! wB97M-V def2-TZVPD RIJCOSX def2/J DEFGRID3
* xyz -1 10
Ir 0.619 0.750 -0.479
Cl 2.545 0.980 -1.831
C 0.970 1.693 1.225
H 0.830 1.000 2.064
H 0.292 2.540 1.345
H 2.020 2.044 1.206
Fe -1.697 1.535 -1.364
C -2.522 0.053 -2.359
C -2.377 3.400 -1.731
C -1.318 0.851 0.359
H -2.852 3.823 -0.825
H -1.539 4.035 -2.086
H -3.126 3.239 -2.531
H -3.090 -0.600 -1.679
H -3.187 0.628 -3.038
H -1.751 -0.498 -2.933
H -1.664 1.614 1.113
H -1.890 -0.118 0.570
F 2.961 -4.394 2.257
C 2.291 -3.352 1.659
C 2.501 -3.099 0.306
C 1.908 -1.959 -0.272
C 1.133 -1.084 0.488
C 0.871 -1.417 1.828
C 1.454 -2.552 2.429
H 3.104 -3.780 -0.292
H 2.044 -1.723 -1.320
H 0.213 -0.795 2.421
H 1.258 -2.813 3.468
*
```

For the HOMO energy (alpha / beta), the calculation gives -2.43 / -5.61 eV. The calculation puts the frontier orbital gap (alpha / beta) at 5.652 / 7.014 eV. Its relative energy (zero: lowest compared OMol25 entry of this formula, charge and spin) is 1.1871 eV. As for the expectation value of S²: 24.77.

(6)
DFT (wB97M-V/def2-TZVPD) results for a structure of composition C10H15ClFGdTi.

Structure (ORCA input):
```
! wB97M-V def2-TZVPD RIJCOSX def2/J DEFGRID3
* xyz -2 10
Gd -0.513 0.934 0.674
Cl -1.495 3.083 0.048
C -2.456 -0.141 1.113
H -2.384 -0.669 2.075
H -2.644 -0.858 0.300
H -3.289 0.569 1.167
Ti 0.667 -0.239 -3.175
C 2.455 0.543 -3.827
C -0.540 0.027 -4.824
C 0.929 -2.155 -3.094
H -1.029 -0.933 -5.048
H -1.294 0.797 -4.596
H 0.077 0.348 -5.676
H 3.259 -0.163 -3.583
H 2.425 0.716 -4.910
H 2.635 1.498 -3.311
H 0.142 -2.901 -3.260
H 1.937 -2.530 -2.863
F 1.259 2.072 6.738
C 1.056 1.761 5.412
C 0.601 2.758 4.560
C 0.302 2.399 3.227
C 0.485 1.087 2.828
C 1.000 0.112 3.659
C 1.296 0.455 4.995
H 0.458 3.774 4.922
H -0.079 3.153 2.529
H 1.162 -0.909 3.304
H 1.684 -0.282 5.697
*
```

For the HOMO energy (alpha / beta), the calculation gives 1.37 / 0.19 eV. The calculation puts the frontier orbital gap (alpha / beta) at 3.450 / 4.552 eV. As for the expectation value of S²: 24.85.

(7)
DFT (wB97M-V/def2-TZVPD) results for a structure of composition C10H15CoO4P.

Structure (ORCA input):
```
! wB97M-V def2-TZVPD RIJCOSX def2/J DEFGRID3
* xyz 2 4
O 3.356 0.812 1.455
C 2.793 0.793 0.455
Co 1.906 0.764 -1.124
O 5.496 -0.364 -3.075
C 4.527 -0.054 -2.535
C 1.501 2.516 -0.927
O 1.243 3.631 -0.802
C 1.019 0.736 -2.702
O 0.456 0.717 -3.703
C -1.573 1.809 1.610
C -0.966 0.409 1.655
P 0.033 0.070 0.147
C 0.850 -1.482 0.734
C -0.089 -2.574 1.241
C -1.329 0.050 -1.117
C -2.624 -0.661 -0.711
H -0.769 2.569 1.508
H -2.126 2.002 2.553
H -2.280 1.921 0.765
H -0.286 0.371 2.532
H -1.760 -0.345 1.813
H 1.416 -1.902 -0.124
H 1.567 -1.240 1.545
H -0.782 -2.895 0.442
H 0.516 -3.458 1.535
H -0.653 -2.251 2.137
H -1.571 1.092 -1.412
H -0.972 -0.515 -1.998
H -3.149 -0.145 0.114
H -3.319 -0.662 -1.578
H -2.433 -1.713 -0.433
*
```

For the HOMO energy (alpha / beta), the calculation gives -17.46 / -18.40 eV. The calculation puts the frontier orbital gap (alpha / beta) at 9.012 / 7.369 eV. As for the expectation value of S²: 3.77.

(8)
DFT (wB97M-V/def2-TZVPD) results for a cluster of 2 separate species, C10H15F3N2O6S2 in total.

Structure (ORCA input):
```
! wB97M-V def2-TZVPD RIJCOSX def2/J DEFGRID3
* xyz 0 1
C -0.911 -4.372 1.049
O -1.898 -3.616 0.355
C -1.658 -2.236 0.328
C -0.532 -1.851 -0.638
C -0.630 -0.344 -0.931
C 0.656 0.311 -1.329
C 1.314 1.203 -0.480
S 0.708 1.708 1.100
C 2.495 1.769 -0.955
N 2.967 1.446 -2.143
N 2.391 0.613 -2.988
C 1.265 0.073 -2.596
C 0.612 -0.828 -3.626
O 1.558 -1.403 -4.498
O 2.327 -2.317 -3.718
H -0.205 -3.720 1.568
H -0.377 -5.009 0.346
H -1.409 -4.984 1.799
H -1.469 -1.828 1.327
H -2.578 -1.773 -0.035
H -0.687 -2.462 -1.526
H 0.444 -2.102 -0.220
H -1.416 -0.124 -1.656
H -0.942 0.132 -0.002
H 1.410 0.901 1.908
H 3.046 2.490 -0.367
H 3.827 1.862 -2.477
H -0.041 -0.238 -4.270
H 0.060 -1.621 -3.132
H 1.890 -3.164 -3.889
C -2.342 4.194 3.867
F -2.487 5.491 4.160
F -3.175 3.501 4.655
F -2.752 4.018 2.596
S -0.599 3.650 4.085
O -0.340 3.902 5.479
O 0.125 4.484 3.146
O -0.647 2.243 3.707
*
```

For the HOMO energy, the calculation gives -8.08 eV. The calculation puts the frontier orbital gap at 5.492 eV.